--- A ---
Density functional theory data (ωB97M-V/def2-TZVPD) for a 3-piece molecular cluster, C3H4INO overall.

```
! RIJCOSX wB97M-V def2-TZVPD def2/J DEFGRID3
* xyz 0 1
C 0.646 0.314 -0.129
C -0.967 -0.485 -3.879
C -0.577 0.051 0.615
N 1.621 0.503 -0.699
O -0.424 -1.445 -3.648
I 3.240 -1.114 -3.193
H -1.274 0.957 0.494
H -0.979 -0.864 0.132
H -0.325 0.217 1.675
H 3.062 0.102 -2.004
*
```

Its highest occupied orbital energy is -0.3413 Ha. For the gap between HOMO and LUMO, the calculation gives 9.822 eV. For the LUMO energy, the calculation gives 0.536 eV.

--- B ---
Density functional theory data (ωB97M-V/def2-TZVPD) for C3H4INO as an isolated structure.

```
! RIJCOSX wB97M-V def2-TZVPD def2/J DEFGRID3
* xyz 0 1
C 1.223 0.189 -0.133
C 0.191 1.103 0.133
C 0.861 -1.111 0.060
N -1.580 -0.373 0.162
O -1.058 0.851 0.189
I -3.545 -0.163 -0.336
H 2.192 0.588 -0.432
H 0.276 2.191 0.092
H -0.107 -1.243 0.362
H 1.547 -2.033 -0.096
*
```

Its highest occupied orbital energy (spin up / spin down) is -0.2975 / -0.2892 Ha. For the gap between HOMO and LUMO (spin up / spin down), the calculation gives 7.661 / 7.391 eV. For the LUMO energy (spin up / spin down), the calculation gives -0.434 / -0.480 eV.

Most stable to least stable, the ends of the list are A and B.

--- A ---
Density functional theory data (ωB97M-V/def2-TZVPD) for one molecule with the formula C3H4INO.

```
! RIJCOSX wB97M-V def2-TZVPD def2/J DEFGRID3
* xyz 0 1
C -0.173 -1.221 -1.086
C 0.452 -0.066 -0.485
N -0.259 0.672 0.266
C -0.298 1.683 1.119
O -0.473 2.856 0.977
I 0.155 0.750 3.159
H 0.599 -1.714 -1.785
H -1.327 -1.162 -1.335
H -0.116 -1.835 -0.226
H 1.440 0.039 -0.603
*
```

Its highest occupied orbital energy is -0.3472 Ha. Its SMILES is C/C=N/C(=O)I. For the gap between HOMO and LUMO, the calculation gives 9.097 eV. For the LUMO energy, the calculation gives -0.351 eV.

--- B ---
Density functional theory data (ωB97M-V/def2-TZVPD) for one molecule with the formula C3H4INO.

```
! RIJCOSX wB97M-V def2-TZVPD def2/J DEFGRID3
* xyz 0 1
O -1.477 2.672 -0.077
C -1.144 1.522 0.006
C 0.258 0.782 0.166
C -0.539 -0.475 0.049
N -1.686 0.355 -0.271
I -4.227 -0.110 0.058
H 1.079 1.062 -0.644
H 0.612 1.007 1.231
H -0.264 -1.159 -0.673
H -0.838 -0.875 0.979
*
```

Its highest occupied orbital energy (spin up / spin down) is -0.3606 / -0.3605 Ha. Its SMILES is O=C1CCN1I. For the gap between HOMO and LUMO (spin up / spin down), the calculation gives 7.116 / 7.110 eV. For the LUMO energy (spin up / spin down), the calculation gives -2.697 / -2.700 eV.

Most stable to least stable, the ends of the list are A and B.

--- A ---
Density functional theory data (ωB97M-V/def2-TZVPD) for a 2-piece molecular cluster, C5H11NO overall.

```
! RIJCOSX wB97M-V def2-TZVPD def2/J DEFGRID3
* xyz -1 2
N -1.729 -1.789 0.321
C -1.373 -0.408 0.331
C -2.067 0.452 1.180
C 1.381 -0.310 -2.387
C 0.427 -0.826 -1.365
C -0.455 0.014 -0.674
H -0.955 -2.435 0.357
H -2.346 -1.985 1.097
H -2.901 0.038 1.739
H -1.956 1.516 1.027
H 0.957 0.538 -2.947
H 2.318 0.088 -1.957
H 1.672 -1.058 -3.128
H 0.422 -1.899 -1.205
H -0.316 1.081 -0.763
H 2.802 2.356 3.399
H 1.963 1.930 2.200
O 2.157 2.699 2.773
*
```

Its highest occupied orbital energy (spin up / spin down) is 0.0138 / -0.0882 Ha. The expectation value of S² is 0.765. For the gap between HOMO and LUMO (spin up / spin down), the calculation gives 3.139 / 5.893 eV. For the LUMO energy (spin up / spin down), the calculation gives 3.515 / 3.492 eV.

--- B ---
Density functional theory data (ωB97M-V/def2-TZVPD) for a 2-piece molecular cluster, C5H11NO overall.

```
! RIJCOSX wB97M-V def2-TZVPD def2/J DEFGRID3
* xyz -1 2
N 1.534 -1.401 -0.499
C 0.153 -1.099 -0.231
C -0.449 0.151 -0.419
C 0.350 1.356 -0.560
C -0.120 2.534 -1.110
C -0.660 -2.284 0.212
H 1.632 -2.341 -0.827
H 1.995 -0.665 -1.013
H -1.380 0.202 -0.984
H 1.419 1.233 -0.395
H 0.588 3.314 -1.377
H -1.145 2.854 -0.964
H -0.047 -3.175 0.391
H -1.119 -2.074 1.193
H -1.508 -2.549 -0.436
H -0.396 1.059 1.549
H -0.156 1.299 3.121
O -0.693 1.585 2.352
*
```

Its highest occupied orbital energy (spin up / spin down) is 0.0064 / -0.0738 Ha. The expectation value of S² is 0.786. For the gap between HOMO and LUMO (spin up / spin down), the calculation gives 3.991 / 6.090 eV. For the LUMO energy (spin up / spin down), the calculation gives 4.165 / 4.082 eV.

--- C ---
Density functional theory data (ωB97M-V/def2-TZVPD) for a 2-piece molecular cluster, C5H11NO overall.

```
! RIJCOSX wB97M-V def2-TZVPD def2/J DEFGRID3
* xyz -1 2
C 2.317 -0.223 -0.878
N 2.432 0.518 0.355
C 1.497 0.992 1.176
C 0.201 1.193 0.776
C -0.820 0.987 1.806
C -1.995 0.369 1.703
H 2.793 -1.179 -0.666
H 2.916 0.309 -1.627
H 1.299 -0.250 -1.223
H 3.394 0.747 0.566
H 1.807 1.379 2.139
H -0.118 1.532 -0.202
H -0.605 1.542 2.718
H -2.670 0.282 2.546
H -2.495 0.154 0.767
H -2.908 -2.441 -2.717
H -3.796 -3.355 -3.630
O -3.249 -2.555 -3.609
*
```

Its highest occupied orbital energy (spin up / spin down) is 0.0423 / -0.1354 Ha. The expectation value of S² is 0.750. For the gap between HOMO and LUMO (spin up / spin down), the calculation gives 2.033 / 6.858 eV. For the LUMO energy (spin up / spin down), the calculation gives 3.185 / 3.175 eV.

--- D ---
Density functional theory data (ωB97M-V/def2-TZVPD) for an isolated ion of composition C5H11NO and charge -1.

```
! RIJCOSX wB97M-V def2-TZVPD def2/J DEFGRID3
* xyz -1 2
C 0.560 -0.391 -1.199
C 0.155 -1.323 -2.368
C -0.686 0.139 -0.267
N -0.249 0.586 0.922
C -1.220 0.424 2.031
C 1.125 1.132 1.084
O -1.791 -0.284 -0.637
H 1.061 0.555 -1.496
H 1.177 -0.939 -0.430
H 0.891 -1.863 -2.930
H -0.463 -2.130 -1.985
H -0.431 -0.876 -3.130
H -0.622 0.359 2.962
H -1.835 1.349 2.137
H -1.863 -0.323 1.986
H 1.657 0.229 0.761
H 1.297 1.976 0.415
H 1.237 1.381 2.145
*
```

Its highest occupied orbital energy (spin up / spin down) is 0.0410 / -0.2006 Ha. The expectation value of S² is 0.750. For the gap between HOMO and LUMO (spin up / spin down), the calculation gives 2.857 / 9.355 eV. For the LUMO energy (spin up / spin down), the calculation gives 3.972 / 3.898 eV.

Most stable to least stable, the ends of the list are A and C.

--- A ---
Density functional theory data (ωB97M-V/def2-TZVPD) for a 2-piece molecular cluster, C5H9FN overall.

```
! RIJCOSX wB97M-V def2-TZVPD def2/J DEFGRID3
* xyz 1 1
C -1.969 -0.590 -0.117
C 1.383 -0.330 -0.509
C 1.101 1.084 -0.029
C 0.366 -1.155 0.250
C -0.385 1.156 0.266
N -0.755 -0.266 0.107
F -2.874 0.294 -0.286
H -2.660 -2.141 0.002
H 1.237 -0.668 -1.597
H 2.436 -0.513 -0.227
H 1.677 1.462 0.897
H 1.398 1.903 -0.732
H 0.114 -2.132 -0.238
H 0.723 -1.353 1.318
H -0.725 1.527 1.371
H -1.067 1.723 -0.477
*
```

Its highest occupied orbital energy is -0.5767 Ha. For the gap between HOMO and LUMO, the calculation gives 10.547 eV. For the LUMO energy, the calculation gives -5.146 eV.

--- B ---
Density functional theory data (ωB97M-V/def2-TZVPD) for a 2-piece molecular cluster, C5H9FN overall.

```
! RIJCOSX wB97M-V def2-TZVPD def2/J DEFGRID3
* xyz 1 1
C -1.000 1.085 2.125
C -1.452 -1.098 -0.120
C 1.948 0.751 -0.507
C -0.006 -0.961 -0.552
C 0.562 0.386 -0.569
N -0.028 0.905 1.557
F -0.270 1.309 -0.951
H -1.957 1.068 2.710
H -1.959 -0.256 -0.717
H -1.819 -1.991 -0.579
H -1.742 -1.044 0.860
H 2.501 -0.179 -1.002
H 2.105 1.781 -0.868
H 2.288 0.954 0.491
H 0.083 -0.959 -1.635
H 0.745 -1.751 -0.244
*
```

Its highest occupied orbital energy is -0.6215 Ha. For the gap between HOMO and LUMO, the calculation gives 11.716 eV. For the LUMO energy, the calculation gives -5.195 eV.

--- C ---
Density functional theory data (ωB97M-V/def2-TZVPD) for a 3-piece molecular cluster, C5H9FN overall.

```
! RIJCOSX wB97M-V def2-TZVPD def2/J DEFGRID3
* xyz 1 1
C -1.651 0.062 -7.561
C 0.776 -0.233 4.744
C -1.408 0.713 4.281
C 1.060 -1.663 -6.512
C -0.002 0.411 3.910
N 0.726 -0.499 -6.419
F -2.592 -0.462 -6.869
H -1.753 1.044 -8.101
H 1.589 -0.726 4.399
H 0.557 -0.244 5.757
H -1.747 0.197 5.186
H -1.928 0.301 3.501
H -1.473 1.843 4.386
H 1.962 -2.223 -6.119
H 0.670 -2.527 -7.207
H 0.136 0.514 2.885
*
```

Its highest occupied orbital energy is -0.3944 Ha. For the gap between HOMO and LUMO, the calculation gives 2.270 eV. For the LUMO energy, the calculation gives -8.463 eV.

Most stable to least stable, the ends of the list are B and C.

--- A ---
Density functional theory data (ωB97M-V/def2-TZVPD) for a 2-piece molecular cluster, C4H12N2O overall.

```
! RIJCOSX wB97M-V def2-TZVPD def2/J DEFGRID3
* xyz 0 1
C -1.946 -0.596 -0.093
C -0.960 -0.409 0.902
N -1.305 0.389 2.042
C 0.555 -0.673 0.650
C 1.382 0.808 0.605
N 1.504 1.398 -0.801
H -2.945 -0.179 -0.081
H -1.580 -1.137 -0.900
H -0.366 0.653 2.474
H -2.113 0.948 1.913
H 0.961 -1.207 1.484
H 0.820 -1.296 -0.236
H 0.764 1.536 1.183
H 2.289 0.752 1.171
H 0.707 1.942 -0.954
H 2.258 2.002 -0.879
O 0.409 -1.216 -2.615
H -0.330 -1.089 -3.103
H 0.677 -0.478 -2.226
*
```

Its highest occupied orbital energy is -0.2895 Ha. Its SMILES is C=C(N)CCN.O. For the gap between HOMO and LUMO, the calculation gives 8.741 eV. For the LUMO energy, the calculation gives 0.863 eV.

--- B ---
Density functional theory data (ωB97M-V/def2-TZVPD) for a 2-piece molecular cluster, C4H12N2O overall.

```
! RIJCOSX wB97M-V def2-TZVPD def2/J DEFGRID3
* xyz 0 1
C -0.621 0.529 1.747
C 0.195 1.027 0.807
N 1.382 1.708 1.117
C -0.036 0.819 -0.661
C 0.890 -0.236 -1.254
N 0.632 -1.557 -0.669
H -0.364 0.700 2.786
H -1.504 -0.027 1.477
H 1.545 2.508 0.524
H 1.414 1.993 2.078
H 0.135 1.773 -1.171
H -1.074 0.552 -0.837
H 1.927 0.072 -1.084
H 0.712 -0.297 -2.327
H 0.799 -1.550 0.336
H 1.283 -2.245 -1.040
O -2.208 -1.699 -0.878
H -2.547 -1.980 0.000
H -1.246 -1.769 -0.828
*
```

Its highest occupied orbital energy is -0.3122 Ha. Its SMILES is C=C(N)CCN.O. For the gap between HOMO and LUMO, the calculation gives 9.453 eV. For the LUMO energy, the calculation gives 0.957 eV.

--- C ---
Density functional theory data (ωB97M-V/def2-TZVPD) for one molecule with the formula C4H12N2O.

```
! RIJCOSX wB97M-V def2-TZVPD def2/J DEFGRID3
* xyz 0 1
C -0.119 1.897 1.338
C -0.558 0.502 1.131
O -1.953 0.270 0.814
C 0.137 -0.403 0.176
N -0.327 -1.869 0.128
C 0.118 0.043 -1.265
N 1.133 -0.391 -2.267
H -0.842 2.667 0.963
H 0.078 2.141 2.390
H 0.754 1.823 0.757
H -0.484 -0.118 1.990
H -1.759 -0.708 0.468
H 1.186 -0.554 0.495
H -0.179 -2.510 0.899
H -0.052 -2.294 -0.764
H 0.412 1.045 -1.137
H -0.807 -0.011 -1.766
H 2.048 -0.102 -1.980
H 1.214 -1.427 -2.368
*
```

Its highest occupied orbital energy is -0.3396 Ha. Its SMILES is C[C@@H](O)[C@@H](N)CN. For the gap between HOMO and LUMO, the calculation gives 10.070 eV. For the LUMO energy, the calculation gives 0.828 eV.

--- D ---
Density functional theory data (ωB97M-V/def2-TZVPD) for one molecule with the formula C4H12N2O.

```
! RIJCOSX wB97M-V def2-TZVPD def2/J DEFGRID3
* xyz 0 1
N -2.857 -0.756 -0.472
C -1.994 -0.123 0.509
N -0.602 -0.425 0.222
C 0.283 0.523 0.859
C 1.754 0.182 0.633
C 2.053 -0.499 -0.677
O 1.454 0.221 -1.781
H -3.810 -0.510 -0.216
H -2.733 -0.304 -1.372
H -2.276 -0.524 1.490
H -2.165 0.968 0.559
H -0.512 -0.395 -0.785
H 0.085 0.452 1.924
H 0.135 1.563 0.541
H 2.111 -0.412 1.445
H 2.330 1.116 0.705
H 1.575 -1.469 -0.720
H 3.133 -0.552 -0.809
H 2.037 0.944 -2.053
*
```

Its highest occupied orbital energy is -0.3183 Ha. Its SMILES is NCNCCCO. For the gap between HOMO and LUMO, the calculation gives 9.548 eV. For the LUMO energy, the calculation gives 0.887 eV.

Most stable to least stable, the ends of the list are B and A.